1.
Computed, not measured: 2 unconnected molecules or ions with the total composition C3H8O4 at a distorted geometry, with ωB97M-V with the def2-TZVPD basis set.

```
15
Properties=species:S:1:pos:R:3:forces:R:3:nbo_charge:R:1
O -0.2643 1.9553 1.2440 0.4 0.6 0.4 -0.5781
C 0.5406 1.6516 0.4232 1.0 -2.3 -3.6 0.8010
O 1.9136 1.5889 0.5601 -1.6 1.5 2.5 -0.6839
C 0.3378 1.0275 -1.0017 -0.7 0.5 0.9 -0.5439
C -0.9763 1.4908 -1.6725 -0.2 -0.9 0.7 -0.0662
O -2.1117 1.1108 -0.8735 0.2 0.0 -0.5 -0.7269
H 1.9257 1.9980 1.4564 1.2 -0.4 -0.2 0.4848
H 0.4077 -0.0593 -0.8126 -0.6 0.3 -0.1 0.2405
H 1.2443 1.2152 -1.5784 -0.3 0.4 -0.1 0.2346
H -1.1449 0.9456 -2.6015 0.3 0.2 -0.2 0.1862
H -0.9693 2.5684 -1.8751 0.1 -0.2 0.1 0.1726
H -2.3806 1.8133 -0.2802 0.3 0.1 0.2 0.4793
O 0.3799 -5.9311 2.7230 0.4 0.4 -1.3 -0.9231
H 0.6779 -6.3544 1.8980 -0.2 -0.5 0.6 0.4614
H 0.4195 -5.0207 2.3907 -0.2 0.1 0.7 0.4617
```
Forces are in eV/Å.

Properties
* E_tot: -420.0573 hartree
* LUMO level: 0.02049 Eh
* E_HOMO: -0.379 Eh
* charge: 0

2.
Computed, not measured: a molecular structure, C16H31FeNP2S at a distorted geometry, with ωB97M-V with the def2-TZVPD basis set.

```
52
Properties=species:S:1:pos:R:3:forces:R:3:mulliken_spin:R:1
P -0.7265 0.6323 1.5241 0.4 -0.6 -1.7 -0.0167
P -1.6863 -0.5637 -1.6528 0.9 -0.4 -2.4 0.0343
C -2.0810 1.2312 0.4693 -0.6 0.3 0.2 0.0164
C -2.7481 0.1973 -0.4288 0.0 0.0 0.6 -0.0210
H -1.6998 2.0996 -0.0718 -0.2 -0.1 -0.2 0.0014
H -2.8164 1.6033 1.1831 -0.3 0.1 -0.3 -0.0111
H -3.1373 -0.6210 0.1898 -0.1 0.1 -0.1 -0.0016
H -3.5964 0.6776 -0.9393 0.2 -0.4 -0.2 -0.0010
C -1.4777 0.6548 -3.0198 -0.1 0.1 0.1 0.0054
H -0.5576 0.5100 -3.5997 -0.3 0.0 0.4 0.0005
H -1.5275 1.6881 -2.6513 0.2 -0.3 -0.1 0.0004
H -2.3109 0.4992 -3.7192 0.1 0.1 0.3 -0.0004
C -2.6090 -1.8331 -2.5388 -0.6 -0.3 0.0 0.0134
H -3.3155 -1.3506 -3.2194 -0.1 -0.2 0.1 0.0011
H -3.1538 -2.4715 -1.8323 0.1 0.0 -0.2 -0.0020
H -1.9213 -2.4560 -3.1330 -0.1 0.3 0.3 0.0007
C -0.7265 2.5358 2.3137 -1.1 1.2 0.5 0.0080
H -0.0981 2.8643 3.1808 -0.4 0.5 -0.2 0.0871
H -1.7770 2.7569 2.5475 0.3 0.5 -0.2 -0.0097
H -0.3568 3.1377 1.4668 -0.2 -0.4 0.2 -0.0034
C -1.7030 -0.4879 2.6659 -1.0 -0.2 -0.2 0.0567
H -2.0545 -1.4050 2.1491 0.4 0.4 0.3 0.0126
H -2.6022 0.0400 3.0246 0.2 -0.2 0.0 -0.0046
H -1.0865 -0.7880 3.5386 -0.3 0.0 -0.3 0.0115
Fe 0.0868 1.0596 3.4429 -0.6 0.4 2.4 3.3949
C 3.2992 -1.1172 -1.7540 -0.2 0.4 0.1 -0.0028
C 3.0754 0.1553 -2.1205 0.4 -0.6 -0.5 -0.0015
C 1.7286 0.8313 -2.1146 0.1 0.7 0.2 0.0249
C 1.0563 0.9093 -0.7212 0.1 0.1 -0.8 -0.0672
C 0.4451 -0.3471 -0.2129 -0.8 -0.9 1.8 0.4410
C -0.1639 -1.3917 -1.1344 0.7 1.1 1.0 -0.0885
C 0.9006 -2.0172 -2.0589 -0.6 -0.8 -0.9 0.0334
C 2.2741 -2.1586 -1.3591 -0.2 -0.5 0.1 0.0064
C 1.0118 0.7055 5.1570 -1.1 -0.2 1.1 -0.0589
H 4.3031 -1.5372 -1.7521 0.0 0.4 -0.1 -0.0008
H 3.8958 0.7559 -2.5567 -0.3 -0.5 0.6 -0.0012
H 1.0801 0.3655 -2.8607 0.2 0.2 0.3 0.0003
H 1.8302 1.8776 -2.4398 0.2 -0.3 -0.1 -0.0037
H 1.8028 1.2389 0.0040 0.0 0.0 -0.1 0.0321
H 0.3092 1.7158 -0.7674 0.0 0.2 -0.1 0.0181
H 1.0303 -0.7947 0.5945 0.1 -0.1 -0.5 -0.0076
H -0.5376 -2.2271 -0.5279 -0.2 0.2 0.2 0.0022
H 0.9897 -1.4924 -3.0175 0.1 -0.2 0.2 0.0092
H 0.5386 -3.0263 -2.3012 0.2 0.1 -0.1 -0.0080
H 2.0938 -2.2375 -0.2628 0.5 0.2 -0.7 0.0017
H 2.7073 -3.1445 -1.6429 -0.4 0.6 0.1 -0.0051
H 1.2544 -0.3709 5.0742 0.0 0.4 0.5 0.0105
H 0.2813 0.9371 5.9633 0.9 -0.4 0.2 0.0044
H 1.9291 1.3027 5.2114 -0.3 -0.1 0.2 0.0074
S 4.1705 -0.1286 1.7786 1.0 -0.4 -0.5 0.0292
C 2.7231 0.3165 2.2552 -3.2 1.2 1.6 0.0317
N 1.6535 0.6686 2.6761 6.1 -1.6 -3.1 0.0202
```
Forces are in eV/Å.

Properties
* E_tot: -3027.2912 hartree
* LUMO level (spin up / spin down): -0.00757 / -0.00826 Eh
* E_HOMO (spin up / spin down): -0.183 / -0.218 Eh
* spin multiplicity: 5
* charge: 0

3.
Computed, not measured: 2 unconnected molecules or ions with the total composition C4H15N2O2 at a distorted geometry, with ωB97M-V with the def2-TZVPD basis set.

```
23
Properties=species:S:1:pos:R:3:forces:R:3:nbo_charge:R:1
N -1.3225 0.2136 -0.1719 1.0 0.1 5.0 -0.7077
C 0.1733 -0.1534 -0.0850 1.7 -2.6 -1.5 -0.1008
C 1.1614 1.0277 -0.0679 0.2 -1.6 5.4 -0.4677
C 2.5854 0.5722 0.6511 -0.2 -1.5 -2.5 -0.0754
O 2.6921 -0.8743 0.6362 -1.0 0.1 3.1 -0.7073
C 0.3279 -1.0988 -1.4031 -1.6 -4.4 4.3 -0.2291
N -0.9527 -1.4841 -2.0878 0.8 1.6 0.7 -0.8926
H -1.7084 -0.0044 0.7989 -0.2 -0.3 -1.8 0.4632
H -1.5487 1.1797 -0.1900 0.5 1.6 -0.3 0.4309
H -1.7922 -0.2111 -0.9526 -0.3 -1.6 -0.7 0.4636
H 0.6608 -0.9005 0.7512 -2.8 2.0 -1.3 0.2723
H 1.3789 1.4195 -0.9936 0.2 1.4 -1.8 0.2274
H 0.8593 1.6648 0.7992 -0.5 0.6 -1.5 0.2359
H 3.3025 0.8435 -0.0944 0.7 0.5 -0.2 0.1947
H 2.9843 0.9381 1.6101 -1.2 0.4 -0.2 0.2071
H 2.4056 -1.1157 1.5854 1.0 0.0 -2.2 0.4707
H 1.1346 -2.0062 -1.0810 -2.9 1.9 -0.7 0.2384
H 0.9269 -0.6673 -2.0051 3.9 3.7 -4.5 0.1835
H -1.0340 -2.4531 -2.1229 -0.4 -1.8 0.1 0.3926
H -1.1918 -1.1380 -3.0290 1.0 0.1 0.7 0.3986
H -4.0506 2.3425 1.6674 -0.1 0.1 0.0 0.4808
H -3.9070 1.6269 3.0498 0.6 -0.3 -2.7 0.4961
O -3.6898 1.5354 2.0455 -0.3 0.1 2.6 -0.9748
```
Forces are in eV/Å.

Properties
* E_tot: -421.0394 hartree
* LUMO level: -0.10802 Eh
* E_HOMO: -0.506 Eh
* charge: +1

4.
Computed, not measured: 9 unconnected molecules or ions with the total composition C18H51N3O15 at a distorted geometry, with ωB97M-V with the def2-TZVPD basis set.

```
87
Properties=species:S:1:pos:R:3:forces:R:3:lowdin_charge:R:1
C 0.1872 -0.9742 0.3094 -0.5 0.1 -0.1 0.0128
C 0.0173 0.5233 0.2676 0.8 0.6 0.0 -0.5440
N -0.9022 1.0923 1.0479 -1.0 0.2 0.8 0.2207
O 0.7526 1.2328 -0.4311 0.2 -0.5 0.2 -0.0305
H 0.0980 -1.3810 -0.6994 0.0 0.1 0.0 0.0678
H -0.5993 -1.4324 0.9071 0.2 0.0 0.2 0.0554
H 1.1818 -1.2248 0.6756 0.0 0.1 0.1 0.0944
H -1.4888 0.6179 1.7354 0.4 -0.4 -0.6 0.0631
H -1.0601 2.0891 1.0191 0.4 0.2 -0.3 0.0969
C 2.8904 3.0201 1.8580 0.6 -1.0 -0.2 0.0089
C 3.2803 1.5682 1.9976 1.0 -1.7 -1.0 -0.5763
N 2.6559 0.7577 2.8908 -0.8 0.7 0.6 0.1565
O 4.1434 1.0325 1.2945 -0.7 1.1 0.2 0.0151
H 2.2585 3.1242 0.9760 -0.2 -0.1 0.1 0.0780
H 3.8678 3.4397 1.6194 -0.3 0.8 0.3 0.0924
H 2.3898 3.3825 2.7518 0.2 0.4 0.0 0.0715
H 2.1428 1.1442 3.6665 -0.1 -0.2 -0.1 0.0882
H 2.9647 -0.1966 2.9229 0.2 0.0 0.1 0.1036
C -4.1611 -0.8717 0.7241 0.5 -0.8 -0.7 -0.0085
C -4.2125 -0.4083 -0.7192 -0.1 1.7 -0.1 -0.5967
N -3.2727 -0.9301 -1.5354 -0.1 -0.4 0.7 0.1791
O -5.0035 0.4539 -1.0780 -0.1 -0.3 0.0 0.0155
H -3.1183 -1.1059 0.9516 -0.1 -0.2 0.2 0.0395
H -4.7407 -1.7985 0.7192 0.0 0.0 0.5 0.0898
H -4.5235 -0.1556 1.4514 -0.3 0.1 -0.3 0.0820
H -2.6608 -1.6326 -1.1491 0.1 -0.1 -0.4 0.0527
H -3.1771 -0.6359 -2.4945 0.0 0.2 0.1 0.0882
O -0.7289 3.1088 -3.8020 -0.4 -0.2 0.5 -0.0602
C -0.7550 2.1703 -2.7210 -0.2 0.1 0.0 -0.2368
C -0.4756 0.7729 -3.2483 0.1 0.0 1.5 -0.2241
O -1.6781 0.2296 -3.7959 0.0 0.2 -0.7 -0.0780
H -1.4568 2.8259 -4.3684 0.1 0.2 -0.2 0.0811
H -0.0888 2.4786 -1.9155 0.6 0.0 -0.7 0.0958
H -1.7088 2.1828 -2.1783 -0.4 -0.1 -0.4 0.1219
H -0.1984 0.1414 -2.3960 0.2 0.0 -0.2 0.0853
H 0.3669 0.8267 -3.9377 -0.2 -0.2 -0.2 0.1282
H -1.4411 -0.4616 -4.4220 0.0 0.0 0.0 0.0929
O -1.0646 4.3571 1.9663 -0.3 -1.3 0.0 -0.0831
C -1.6586 5.3860 1.2149 -0.6 1.2 0.4 -0.2375
C -2.5392 6.2781 2.1238 1.1 -0.3 0.3 -0.2576
O -3.0237 7.4185 1.4409 -0.1 -0.3 0.1 -0.0511
H -0.3920 4.6456 2.5857 0.0 0.5 -0.2 0.0830
H -0.8848 5.9929 0.7408 -0.2 0.1 -0.2 0.1239
H -2.3237 4.9720 0.4584 0.4 -0.4 -0.1 0.1247
H -1.8822 6.5822 2.9481 0.0 0.3 0.0 0.1106
H -3.3105 5.6843 2.6179 -0.2 -0.1 -0.4 0.1212
H -3.9828 7.3964 1.4828 0.0 0.1 -0.1 0.0864
O -0.7105 -1.9769 5.4831 -0.2 0.3 0.2 -0.0674
C -0.2772 -0.8472 4.7170 0.0 -0.2 0.4 -0.2363
C -1.5034 -0.0200 4.3556 -0.2 -0.8 -0.7 -0.1832
O -2.0352 -0.4563 3.0872 -0.2 -0.1 0.7 -0.1252
H 0.0265 -2.5813 5.6033 0.0 0.0 0.0 0.0856
H 0.4168 -0.2079 5.2740 0.1 -0.2 0.2 0.1100
H 0.2324 -1.2711 3.8503 0.0 0.7 -0.4 0.1134
H -1.3171 1.0480 4.2695 0.2 0.0 -0.1 0.1187
H -2.2817 -0.1827 5.1034 0.2 0.2 0.3 0.1275
H -2.4784 -1.2916 3.2750 -0.1 0.0 -0.3 0.0998
O -2.1727 -6.0756 -0.7725 -0.6 0.5 -0.2 -0.0621
C -1.0275 -5.5217 -0.1421 0.9 -0.7 0.1 -0.2311
C -1.2981 -4.0646 0.1351 -0.5 -0.2 0.6 -0.2435
O -1.8947 -3.4843 -1.0110 0.0 0.1 0.4 -0.0734
H -2.2099 -7.0291 -0.7087 0.2 -0.1 0.1 0.0921
H -0.8369 -6.0743 0.7831 0.2 0.2 0.1 0.1244
H -0.1530 -5.5909 -0.7962 -0.2 -0.1 0.1 0.0904
H -0.4127 -3.5061 0.4306 0.3 -0.2 -0.5 0.0974
H -1.9331 -4.0040 1.0344 -0.4 0.1 -0.3 0.1188
H -2.5403 -4.1492 -1.2990 0.0 0.2 -0.2 0.0924
O 5.5864 0.1726 -3.0923 -0.7 -0.5 0.4 -0.0580
C 5.0397 0.7390 -1.8995 1.4 0.9 0.7 -0.2497
C 3.7100 1.4330 -2.0599 0.1 -0.1 -0.6 -0.2073
O 2.7031 0.4569 -2.3062 -0.3 0.0 0.2 -0.1014
H 5.4290 -0.7754 -3.0326 0.0 0.0 -0.4 0.0773
H 5.0282 0.0638 -1.0389 -0.4 -0.5 -0.4 0.1105
H 5.8297 1.4260 -1.5708 -0.4 0.5 -0.1 0.1185
H 3.7196 2.1195 -2.9137 0.2 -0.1 0.0 0.1261
H 3.4413 2.0150 -1.1764 0.3 -0.1 0.1 0.1054
H 2.0293 0.5961 -1.6182 -0.3 -0.1 -0.1 0.0447
O 1.4949 -5.0658 -2.0625 -0.5 0.6 -0.2 -0.0771
C 2.1486 -4.1952 -2.9797 1.9 -0.8 -0.7 -0.2389
C 1.9804 -2.7292 -2.6911 -0.3 1.3 0.5 -0.2601
O 2.6718 -1.9461 -3.6475 0.1 -0.7 -0.6 -0.0801
H 1.6658 -5.9635 -2.3558 0.0 0.0 0.0 0.0880
H 3.2102 -4.4839 -2.9711 0.2 0.6 0.4 0.1198
H 1.9605 -4.4035 -4.0406 -1.0 0.2 0.1 0.1244
H 2.3610 -2.3847 -1.7222 0.0 -0.8 0.3 0.1184
H 0.9162 -2.4547 -2.6884 -0.2 -0.3 -0.1 0.1098
H 2.7975 -1.0524 -3.2788 -0.2 0.0 0.1 0.0388
```
Forces are in eV/Å.

Properties
* E_tot: -2009.2501 hartree
* LUMO level: -0.00329 Eh
* E_HOMO: -0.333 Eh
* charge: 0

5.
Computed, not measured: a single C3H11N3 molecule at a distorted geometry, with ωB97M-V with the def2-TZVPD basis set.

```
17
Properties=species:S:1:pos:R:3:forces:R:3:nbo_charge:R:1
N -1.7322 -1.6571 0.9049 0.5 -1.2 0.9 -0.8681
C -1.5328 -0.3122 0.2852 -3.3 -2.2 0.2 -0.2294
C -0.3938 0.4709 0.8420 -0.1 0.8 1.6 -0.2435
N 1.0069 0.2106 0.4753 -2.5 -0.3 -2.2 -0.6033
C 1.1565 0.6340 -1.0014 -0.2 1.9 1.4 -0.0721
N 2.1860 -0.0447 -1.5595 4.8 2.1 1.1 -0.8545
H -1.6413 -1.5873 1.8883 1.1 0.5 1.3 0.3358
H -2.5978 -2.2230 0.9864 0.1 1.2 -1.8 0.3700
H -1.5291 -0.5738 -0.7558 0.5 0.6 -0.8 0.1980
H -2.5114 0.2257 0.4480 1.2 0.3 -0.2 0.1749
H -0.4278 0.2877 1.9712 -0.2 0.9 -1.3 0.1974
H -0.6597 1.5258 0.5212 0.2 -0.7 0.9 0.1678
H 1.4445 1.0104 0.8674 0.7 0.3 1.1 0.3370
H 0.2903 0.8275 -1.6843 0.1 -0.9 1.1 0.1918
H 1.6146 1.6277 -0.8583 -0.8 0.4 -0.3 0.1464
H 3.1051 0.3391 -1.1437 -1.9 -1.8 -1.6 0.3671
H 2.2220 -0.7612 -2.1867 -0.2 -2.1 -1.5 0.3846
```
Forces are in eV/Å.

Properties
* E_tot: -285.0653 hartree
* LUMO level: 0.03897 Eh
* E_HOMO: -0.318 Eh
* charge: 0

6.
Computed, not measured: a single CH2O molecule at a distorted geometry, with ωB97M-V with the def2-TZVPD basis set.

```
4
Properties=species:S:1:pos:R:3:forces:R:3:nbo_charge:R:1
C -0.0084 0.0070 -0.0610 0.6 0.6 2.2 0.2563
O 0.5972 0.6214 0.7995 -0.7 -0.2 -1.1 -0.4941
H 0.4583 -0.9074 -0.4168 -0.1 -0.3 -0.8 0.1183
H -1.0470 0.2791 -0.3217 0.2 0.0 -0.3 0.1195
```
Forces are in eV/Å.

Properties
* E_tot: -114.5058 hartree
* LUMO level: 0.02895 Eh
* E_HOMO: -0.378 Eh
* charge: 0